Entry 1:
A molecular structure, C12H17N3O4OsS2. Source: OMol25; level of theory: the ωB97M-V functional and the def2-TZVPD basis.

## Properties
Gap between HOMO and LUMO (alpha / beta) in eV: 7.7 / 7.0
Energy relative to the best compared isomer or geometry (same formula, charge and spin) in kJ/mol: 0.0
<S²>: 6.0541
Net charge: 0
Highest occupied orbital energy (alpha / beta) in eV: -7.26 / -8.10
Multiplicity: 5
E in eV: -49515.515
Maximum force in eV Å⁻¹: 1.1
LUMO energy (alpha / beta) in eV: 0.41 / -1.06

Cartesian coordinates (Å):
Os: -0.0623 -0.1807 0.0079
C: 2.6351 2.7997 5.3818
C: 2.6389 2.0125 4.0939
C: 3.5302 0.9229 3.9395
C: 3.5365 0.1799 2.7499
C: 2.6774 0.4795 1.7413
C: 1.6643 1.5754 1.8074
C: 1.7979 2.3496 3.0778
S: 2.6509 -0.5270 0.3108
O: 3.8756 -1.2523 0.1477
O: 2.2620 0.3549 -0.8166
N: 1.3582 -1.5052 0.5724
C: 1.3696 -2.7723 -0.1565
C: 0.5441 -2.6327 -1.4628
O: 0.8002 -3.3073 -2.4425
O: -0.4012 -1.7438 -1.3799
H: 3.3087 2.3529 6.1112
H: 1.6327 2.8226 5.8101
H: 2.9441 3.8317 5.2110
H: 4.2211 0.6810 4.7352
H: 4.2309 -0.6416 2.6179
H: 1.8101 2.2539 0.9541
H: 1.1416 3.2064 3.1897
H: 0.8953 -3.5509 0.4430
H: 2.3825 -3.0756 -0.4136
C: 0.2033 1.0252 1.6818
H: 0.0048 0.4447 2.5902
H: -0.4678 1.8917 1.6985
C: 0.8655 -0.0978 -4.4369
N: 0.3329 0.5632 -3.2574
C: -0.9251 0.4681 -2.8822
N: -1.8170 -0.0649 -3.7204
S: -1.4976 1.1577 -1.3950
H: 1.9102 0.1796 -4.5384
H: 0.3278 0.2308 -5.3283
H: 0.8057 -1.1860 -4.3394
H: 1.0038 0.8886 -2.5744
H: -1.5104 -0.7000 -4.4403
H: -2.7435 -0.2019 -3.3564

Atomic forces in eV per Å
-0.2605 -0.9532 -0.4571
-0.0177 -0.0382 -0.0829
-0.0364 0.1284 0.0465
-0.0731 0.1376 0.0262
0.1012 -0.1902 -0.2196
-0.1232 -0.0056 -0.1792
-0.2129 0.0627 0.1084
0.1264 -0.0526 -0.0111
-0.0563 -0.2572 0.0263
0.0422 -0.0136 0.1262
-0.0426 0.0356 0.1323
0.5588 0.4393 0.1233
-0.3114 -0.0170 -0.6312
0.7961 -0.5733 0.1642
-0.2852 0.2338 0.1794
-0.2318 0.6881 0.1030
0.0015 0.0448 0.0316
0.0188 0.0063 0.0396
0.0344 -0.0071 0.0235
-0.0009 -0.0493 -0.0051
-0.0073 0.0100 0.0324
0.0563 -0.0391 -0.0006
-0.0402 -0.0259 0.0136
0.0707 0.0300 0.0803
-0.0153 -0.0771 0.0948
0.1779 0.3966 0.0930
-0.0977 -0.0603 -0.0530
-0.0683 -0.0546 0.0763
0.0052 -0.1043 -0.0530
0.1905 -0.1859 0.0370
-0.1951 0.2113 -0.1660
0.0731 -0.0943 0.0650
-0.0760 0.3432 0.0665
-0.0115 0.0089 -0.0136
0.0488 0.0128 0.0054
-0.0279 0.0081 0.0464
-0.0849 0.0164 0.1360
-0.0144 0.0579 -0.0510
-0.0112 -0.0733 0.0463

Entry 2:
A molecular structure, C12H17N5O10P2Ru. Source: OMol25; level of theory: the ωB97M-V functional and the def2-TZVPD basis.

## Properties
Gap between HOMO and LUMO (alpha / beta) in eV: 6.3 / 6.3
Energy relative to the best compared isomer or geometry (same formula, charge and spin) in kJ/mol: 324.9
Net charge: +2
Highest occupied orbital energy (alpha / beta) in eV: -15.27 / -15.27
Multiplicity: 1
E in eV: -61791.522
Maximum force in eV Å⁻¹: 0.9
LUMO energy (alpha / beta) in eV: -8.95 / -8.95

Cartesian coordinates (Å):
Ru: -0.1938 0.0298 0.1317
N: 3.2303 1.9987 2.8685
C: 2.3568 0.7685 2.6726
C: 2.2700 0.0465 4.0249
P: 0.6840 1.4525 2.3379
O: 0.8598 1.8978 0.7425
O: 0.4991 2.5592 3.2720
O: -0.2825 0.2729 2.1660
P: 3.2051 -0.4208 1.4953
O: 3.1024 0.4486 0.1199
O: 1.9952 -1.5348 1.3523
O: 0.8726 -1.4017 0.5150
H: 2.7140 2.6400 3.4927
H: 3.3959 2.4950 1.9888
H: 4.1319 1.7733 3.2988
H: 1.8836 0.7139 4.7967
H: 3.2441 -0.3389 4.3349
H: 1.5853 -0.7965 3.9424
H: 0.2289 2.6094 0.5182
H: 3.7975 0.2183 -0.5129
O: -5.9876 -0.5010 -0.2414
C: -5.3989 -1.6824 -0.1505
O: -5.9905 -2.7207 -0.1529
C: -3.8965 -1.7151 -0.0578
C: -3.1899 -2.9007 0.0343
N: -1.8817 -2.6019 0.0854
N: -1.7067 -1.2790 0.0338
C: -2.9130 -0.7253 -0.0436
C: -2.9173 0.7529 -0.0363
O: -3.8927 1.4325 -0.1832
O: -1.6916 1.2421 0.1890
H: -5.3662 0.2511 -0.2344
H: -3.5590 -3.9134 0.0742
H: -1.0909 -3.2184 0.2107
N: -0.1135 0.7235 -5.9673
C: -0.0992 0.5193 -4.6563
C: 0.4905 1.4495 -3.7647
C: 0.4730 1.2001 -2.4298
N: -0.1018 0.0947 -1.8818
C: -0.6544 -0.8099 -2.7346
C: -0.6642 -0.6477 -4.0827
H: 0.2738 1.5596 -6.3734
H: -0.5421 0.0629 -6.5950
H: 0.9530 2.3530 -4.1371
H: 0.9324 1.8938 -1.7387
H: -1.0882 -1.6913 -2.2874
H: -1.1093 -1.4083 -4.7094

Atomic forces in eV per Å
-0.2122 0.3014 -0.0108
-0.0472 0.0187 0.0409
-0.0647 0.1171 0.0479
-0.0180 -0.0461 -0.0034
-0.1948 -0.6498 0.5679
-0.0211 0.1177 -0.3453
0.0122 0.1669 -0.2689
0.2382 0.3970 0.1644
0.0873 0.0587 -0.1014
0.0187 0.0470 0.0716
-0.0911 -0.1523 0.0312
0.1146 -0.2058 -0.2562
-0.0234 0.0042 -0.0285
0.0538 -0.0079 0.0060
0.0040 -0.0187 -0.0170
0.0050 0.0066 0.0059
0.0115 0.0162 -0.0114
0.0128 -0.0081 0.0024
0.0313 0.0698 0.0814
0.0071 -0.0185 0.0212
0.0024 0.0154 0.0047
0.0529 -0.0544 -0.0287
-0.0201 0.0170 0.0123
-0.0769 -0.0255 -0.0300
-0.0289 -0.0514 0.0171
0.1194 0.0588 -0.0079
-0.1436 -0.2389 0.0113
-0.0361 -0.2120 0.0036
-0.1312 0.1977 0.0779
0.0662 -0.0736 -0.0176
0.2189 0.1055 -0.1068
-0.0021 0.0297 0.0064
0.0123 -0.0002 -0.0047
-0.0057 -0.0053 0.0059
-0.0140 -0.0013 0.0084
0.0059 -0.0044 0.0047
0.0089 0.0062 -0.0439
0.0026 -0.0987 -0.0403
0.0742 0.0750 0.1434
-0.0396 0.0396 0.0476
0.0014 0.0085 -0.0271
0.0018 -0.0028 -0.0041
0.0041 0.0048 -0.0089
0.0020 0.0005 0.0100
0.0062 -0.0039 -0.0062
-0.0037 0.0026 -0.0341
-0.0015 -0.0031 0.0092

Entry 3:
A single C12H17NO2S molecule. Source: OMol25; level of theory: the ωB97M-V functional and the def2-TZVPD basis.

## Properties
Gap between HOMO and LUMO in eV: 9.5
Energy relative to the best compared isomer or geometry (same formula, charge and spin) in kJ/mol: 243.7
Net charge: 0
Highest occupied orbital energy in eV: -8.92
Multiplicity: 1
E in eV: -29138.766
SMILES string: COC(=O)Cc1nc(C2CCCCC2)cs1
Maximum force in eV Å⁻¹: 5.1
LUMO energy in eV: 0.63

Cartesian coordinates (Å):
O: -5.2088 1.5482 -0.4554
N: -1.6080 0.6797 0.5691
O: -4.8825 0.1054 1.3500
S: -1.6038 1.1328 3.1454
C: -4.5338 1.1830 0.5378
C: -2.2451 1.2719 1.5503
C: -0.2786 0.4361 2.3415
C: -0.3680 0.1748 1.0364
C: -5.3713 -1.0046 0.6299
C: -3.4722 2.1021 1.1095
C: 1.7055 -0.5604 -2.5011
C: 1.0601 -1.8050 -1.8572
C: 2.3824 0.2501 -1.3240
C: 0.0164 -1.3595 -0.8683
C: 1.3907 0.7007 -0.3232
C: 0.6562 -0.4638 0.1563
H: 0.6807 0.3692 2.9653
H: -5.0751 -1.0900 -0.4507
H: -4.9746 -1.9313 1.0969
H: -6.4511 -0.9722 0.6846
H: -3.1989 2.7618 0.2439
H: -3.7493 2.6534 1.9894
H: 2.4378 -0.9299 -3.2437
H: 0.9278 0.1048 -2.9799
H: 1.9749 -2.2060 -1.4136
H: 0.7556 -2.6806 -2.5417
H: 2.8914 1.0490 -1.7652
H: 3.1329 -0.3635 -0.7642
H: -0.6942 -0.7806 -1.4888
H: -0.4723 -2.1557 -0.3937
H: 1.9143 1.0716 0.5625
H: 0.7489 1.5148 -0.8057
H: 1.3679 -1.0247 0.7276

Atomic forces in eV per Å
2.4233 -1.9820 2.8160
0.9977 0.1245 0.8761
1.8911 1.5615 -1.6446
-0.0635 0.5993 -1.4060
-3.6193 1.6990 -1.0725
-1.3774 0.2683 -2.4308
3.9706 -0.8035 3.0560
-2.5064 -0.0468 0.6922
-0.2352 -1.5828 -0.7585
1.3818 -1.3682 -0.3048
-0.4379 0.0777 0.3068
1.0912 -1.1759 -1.1954
0.5021 -1.9312 -1.0798
0.5021 1.1090 -1.6571
0.5541 2.1834 -1.5570
-2.3228 0.3172 0.9907
-1.5521 -0.4604 -0.9801
-0.1105 0.7275 1.0089
-0.3681 0.6852 0.0356
-0.2778 -0.3097 -0.1075
-0.0881 -0.4456 1.1356
-0.9094 0.4427 0.0810
-0.2580 0.6522 0.2442
0.8525 -0.6296 0.2291
-0.2939 -0.5548 0.7808
-0.0120 1.7372 0.6078
0.9945 1.4067 -0.5347
-0.3472 0.1165 -0.7721
-0.1297 -0.2362 0.6342
-0.8524 -1.1755 0.6484
-0.0991 0.6516 -0.2550
0.5127 -1.0243 0.9472
0.1871 -0.6330 0.6649

Entry 4:
A single C12H17NO3S molecule. Source: OMol25; level of theory: the ωB97M-V functional and the def2-TZVPD basis.

## Properties
Gap between HOMO and LUMO in eV: 9.9
Energy relative to the best compared isomer or geometry (same formula, charge and spin) in kJ/mol: 0.0
Net charge: 0
Highest occupied orbital energy in eV: -9.28
Multiplicity: 1
E in eV: -31187.281
SMILES string: Cc1ccc(S(=O)(=O)NC[C@@H]2CCCO2)cc1
Maximum force in eV Å⁻¹: 1.1
LUMO energy in eV: 0.65

Cartesian coordinates (Å):
C: -3.6232 -2.9039 0.1233
C: -2.7739 -1.6710 0.0806
C: -2.2505 -1.2235 -1.1296
C: -1.4784 -0.0777 -1.1846
C: -1.2251 0.6209 -0.0210
C: -1.7389 0.2023 1.1895
C: -2.5146 -0.9437 1.2372
H: -2.9216 -1.2769 2.1808
H: -1.5222 0.7826 2.0729
S: -0.1914 2.0825 -0.0892
O: -0.6446 2.9039 -1.1715
O: -0.0945 2.6458 1.2261
N: 1.3370 1.5649 -0.5105
H: 1.3329 1.1014 -1.4077
C: 2.0923 0.8424 0.4799
H: 3.1540 0.9486 0.2356
C: 1.7191 -0.6536 0.5440
C: 2.8012 -1.4918 1.2358
H: 2.3490 -2.3414 1.7481
C: 3.6440 -1.9741 0.0567
H: 4.3575 -1.2064 -0.2428
C: 2.5763 -2.1546 -1.0192
H: 2.1068 -3.1451 -0.9377
O: 1.5967 -1.1565 -0.7842
H: 2.9559 -2.0276 -2.0354
H: 4.1817 -2.8958 0.2645
H: 3.3664 -0.9048 1.9556
H: 0.7432 -0.7587 1.0328
H: 1.8914 1.3263 1.4365
H: -1.0784 0.2861 -2.1174
H: -2.4515 -1.7802 -2.0330
H: -4.6270 -2.6737 -0.2338
H: -3.7032 -3.2891 1.1364
H: -3.2113 -3.6786 -0.5197

Atomic forces in eV per Å
-0.0448 0.0344 -0.0274
0.0512 0.0293 0.0516
0.0740 0.1125 0.0570
-0.0756 -0.0638 -0.1250
0.2812 0.5801 0.1061
0.0009 0.1068 0.1230
0.0384 0.0040 -0.1013
-0.0358 -0.0343 0.0880
-0.0150 0.0170 0.1422
0.3040 0.1923 -0.3546
-0.0241 -0.3537 -0.1604
0.0083 -0.3692 0.1211
-0.9154 0.5308 0.0596
-0.0615 -0.0147 -0.2274
0.0556 -0.6117 0.3114
-0.0375 0.0130 0.0686
0.0149 0.3243 0.4663
-0.1981 0.0347 -0.1890
0.0172 0.0127 0.0581
-0.2043 0.0610 -0.1200
0.0605 -0.0115 -0.0243
0.2169 -0.3550 -0.0951
0.0753 0.0704 -0.0416
0.0059 0.1956 -0.0838
-0.0173 -0.0634 0.0624
0.0714 -0.0106 -0.0057
0.0268 0.0110 0.1021
0.1977 -0.0349 -0.0656
0.2355 -0.1074 0.0688
0.0219 -0.0309 -0.1840
-0.0079 -0.0516 -0.1043
-0.0839 -0.0575 -0.0055
-0.0271 -0.0685 0.0438
-0.0092 -0.0911 -0.0151

- What is the multiplicity in the second record?
  1

- net charge of number 1 (C12H17N3O4OsS2)?
  0

- Among the records above, which one has the highest multiplicity?
  C12H17N3O4OsS2

- The highest energy relative to the best compared isomer or geometry (same formula, charge and spin) belongs to which entry?
  C12H17N5O10P2Ru